C3H11N2OS | ωB97M-V/def2-TZVPD

```
! wB97M-V def2-TZVPD RIJCOSX def2/J DEFGRID3
* xyz -1 1
N -1.58460 0.15741 -1.54154
C -0.21408 0.07864 -0.46460
C 0.82790 -0.76728 -1.20251
S 2.30565 -1.21754 -0.20062
C -0.85529 -0.64831 0.71160
N -1.88918 0.10510 1.36797
H -1.03453 -0.01291 -2.39858
H -1.08270 0.94474 -1.06081
H 0.35898 0.83396 0.10087
H 0.33842 -1.70974 -1.49717
H 1.17801 -0.15435 -2.04335
H -1.31861 -1.56955 0.33844
H -0.05489 -0.98861 1.36806
H -2.63816 0.25340 0.71404
H -1.58311 0.97041 1.78467
H 2.29815 1.29312 2.10681
H 2.36007 0.82393 0.67571
O 2.58796 1.60755 1.24103
*
```

Relative energy (zero: lowest compared OMol25 entry of this formula, charge and spin): 67.0 kcal per mole
Largest force on an atom: 5.09 eV/A
E_tot: -703.77734 hartree